Record 1
{
  "formula": "C4H13N4O2S",
  "method": "wB97M-V/def2-TZVPD",
  "species": ["C", "C", "C", "C", "N", "N", "N", "N", "O", "O", "S", "H", "H", "H", "H", "H", "H", "H", "H", "H", "H", "H", "H", "H"],
  "coordinates": [[-0.953940, 0.897526, -0.453972], [-2.505690, -2.373993, -0.828306], [-2.800722, -0.846892, 1.096216], [3.724049, -0.063647, 0.842565], [-1.682298, -0.167684, -0.849477], [-0.693438, 1.715661, -1.463802], [-0.367045, 1.108289, 0.751989], [-2.298364, -1.083123, -0.079520], [1.564709, -0.316276, -0.439931], [2.432936, 1.901377, -0.159000], [2.851713, 0.305920, -0.641708], [-1.446763, -2.628055, -1.075622], [-3.117931, -3.032328, -0.136087], [-2.984200, -1.981392, -1.694945], [3.177334, 2.611468, -0.226637], [-2.513210, 0.084425, 1.621939], [-3.270368, -1.624018, 1.672902], [3.303578, -0.955259, 1.345514], [4.805740, -0.242918, 0.685562], [3.520612, 0.760167, 1.558528], [-1.176281, 1.526104, -2.347186], [0.175083, 2.214093, -1.465930], [-0.216452, 0.442409, 1.608894], [0.470956, 1.748151, 0.678009]],
  "atomic_forces_ev_per_a": [[-0.2, -3.0, 1.1], [0.8, 1.0, 1.9], [1.5, 0.2, 0.1], [0.9, -0.4, 1.8], [0.0, 0.3, -0.6], [-0.3, 0.6, -0.6], [1.5, 0.6, 1.8], [-0.4, 1.2, 1.7], [-0.8, -1.0, -0.5], [1.8, 1.5, -0.6], [0.2, 1.4, 0.4], [-1.1, -0.6, 0.2], [1.0, 0.5, -1.3], [-0.7, -0.6, -0.9], [-1.7, -1.9, 0.0], [-0.6, -0.5, -0.7], [-0.3, -0.2, -0.3], [0.1, 0.2, -0.7], [-0.6, 0.4, 0.0], [0.5, -0.4, -0.5], [0.5, 0.1, 0.7], [0.1, 0.3, -0.1], [-0.9, 1.3, -3.0], [-1.4, -0.9, 0.2]],
  "spin_multiplicity": 1,
  "mol_weight_g_mol": 181.24,
  "homo_ev": -12.662,
  "lumo_ev": -3.5,
  "total_charge": 1,
  "de_lowest_ev": 0.934
}

***

Record 2
{
  "formula": "C17H20CoN10O2",
  "method": "wB97M-V/def2-TZVPD",
  "species": ["Co", "C", "N", "C", "C", "N", "C", "C", "C", "C", "C", "C", "N", "C", "N", "C", "C", "C", "C", "C", "C", "N", "H", "H", "H", "H", "H", "H", "H", "H", "H", "H", "H", "H", "H", "H", "H", "N", "N", "C", "N", "N", "N", "O", "O", "H", "H", "H", "H", "H"],
  "coordinates": [[0.190399, 0.057150, 0.176650], [-1.058361, -0.015520, -2.408774], [-1.121985, -0.746344, -1.117294], [-0.911575, -2.212385, -1.231188], [-0.274587, -2.655356, 0.043429], [0.297252, -1.778940, 0.842716], [0.840398, -2.512216, 1.901303], [1.552810, -2.118173, 3.033435], [1.958693, -3.106169, 3.905527], [1.668118, -4.460178, 3.673617], [0.963296, -4.865059, 2.560440], [0.560710, -3.862948, 1.685989], [-0.154275, -3.911970, 0.492917], [-0.644868, 1.381006, -2.085765], [-0.048053, 1.645206, -0.942054], [0.263683, 3.006804, -0.969819], [0.893050, 3.832710, -0.039156], [1.052457, 5.160939, -0.372967], [0.598213, 5.673244, -1.599060], [-0.027408, 4.870034, -2.528090], [-0.180127, 3.532055, -2.184906], [-0.756839, 2.464214, -2.866313], [-2.001723, -0.056765, -2.955707], [-0.289491, -0.481010, -3.028430], [-2.039657, -0.586839, -0.709094], [-0.228057, -2.403018, -2.060518], [-1.840943, -2.746116, -1.436275], [1.795698, -1.083310, 3.225419], [2.520531, -2.836788, 4.789228], [2.008292, -5.200621, 4.383888], [0.739512, -5.907403, 2.379449], [-0.507241, -4.742462, 0.044287], [1.255439, 3.456497, 0.906401], [1.543464, 5.828422, 0.321693], [0.745129, 6.721522, -1.818104], [-0.377894, 5.263035, -3.472557], [-1.171471, 2.497709, -3.784230], [-0.797218, 0.987630, 2.180874], [0.293929, 1.490460, 2.906500], [1.553397, 1.375036, 2.428563], [2.551179, 1.858276, 3.148500], [1.645204, 0.767547, 1.246789], [2.856052, 0.560355, 0.610216], [2.733055, -0.019205, -0.450878], [3.901475, 0.927463, 1.099753], [-1.442431, 1.747322, 1.986233], [-1.269679, 0.282574, 2.738665], [0.131345, 1.926683, 3.801589], [2.389120, 2.308632, 4.034632], [3.491744, 1.773327, 2.787141]],
  "atomic_forces_ev_per_a": [[0.1, 0.0, 0.0], [0.0, 0.0, 0.0], [0.0, 0.0, 0.0], [0.0, 0.0, 0.0], [0.0, 0.0, 0.0], [0.0, 0.1, 0.0], [0.0, 0.0, 0.0], [0.0, 0.0, 0.0], [0.0, 0.0, 0.0], [0.0, 0.0, 0.0], [0.0, 0.0, 0.0], [0.0, 0.0, 0.0], [0.0, 0.0, 0.0], [0.0, 0.0, 0.0], [0.0, 0.0, 0.1], [0.0, 0.0, 0.0], [0.0, 0.0, 0.0], [0.0, 0.0, 0.0], [0.0, 0.0, 0.0], [0.0, 0.0, 0.0], [0.0, 0.0, 0.0], [0.0, 0.0, 0.0], [0.0, 0.0, 0.0], [0.0, 0.0, 0.0], [0.0, 0.0, 0.0], [0.0, 0.0, 0.0], [0.0, 0.0, 0.0], [0.0, 0.0, 0.0], [0.0, 0.0, 0.0], [0.0, 0.0, 0.0], [0.0, 0.0, 0.0], [0.0, 0.0, 0.0], [0.0, 0.0, 0.0], [0.0, 0.0, 0.0], [0.0, 0.0, 0.0], [0.0, 0.0, 0.0], [0.0, 0.0, 0.0], [0.0, 0.0, -0.1], [0.0, 0.0, 0.0], [0.0, 0.0, 0.0], [0.0, 0.0, 0.0], [0.0, 0.0, 0.0], [0.1, 0.0, 0.0], [-0.1, 0.0, 0.0], [-0.1, 0.0, 0.0], [0.0, 0.0, 0.0], [0.0, 0.0, 0.0], [0.0, 0.0, 0.0], [0.0, 0.0, 0.0], [0.0, 0.0, 0.0]],
  "spin_multiplicity": 2,
  "mol_weight_g_mol": 455.35,
  "homo_ev": [-14.387, -14.352],
  "lumo_ev": [-5.5, -5.5],
  "total_charge": 2,
  "de_lowest_ev": 0.000
}

***

Record 3
{
  "formula": "C4H11NO",
  "method": "wB97M-V/def2-TZVPD",
  "species": ["C", "C", "N", "C", "C", "H", "H", "H", "H", "H", "H", "H", "H", "H", "H", "H", "O"],
  "coordinates": [[1.178337, 0.356715, 2.024564], [1.908419, -0.555999, 1.301410], [-1.871723, 0.440449, 0.842310], [-1.483891, -0.252099, -0.368251], [-1.254489, 0.650301, -1.594676], [1.586758, 0.945313, 2.825224], [0.171338, 0.198942, 2.132964], [2.728680, -1.297413, 1.582581], [-2.837218, 0.182127, 0.930988], [-2.133801, -1.175807, -0.700907], [-0.478246, -0.801169, -0.183510], [-0.143862, 0.856843, -1.597183], [-1.911083, 1.472284, -1.551461], [-1.373154, 0.090294, -2.484551], [1.654088, -0.460690, 0.176458], [2.667349, -0.270702, -1.721374], [1.592494, -0.379385, -1.614592]],
  "atomic_forces_ev_per_a": [[4.1, -2.3, 0.2], [-0.8, 1.0, 0.4], [1.3, -0.5, -2.8], [-0.2, -3.2, 1.4], [3.0, 0.3, 0.7], [0.4, -0.2, 0.7], [-3.2, 0.7, -1.2], [-0.5, 2.0, -0.4], [-0.9, -0.3, 0.8], [0.4, 1.9, 0.9], [-0.7, 1.0, 0.0], [-1.2, 0.5, 0.0], [-0.5, 1.1, -0.1], [-0.6, -0.9, -0.8], [-0.4, -1.2, -0.7], [-4.1, -0.4, 0.1], [4.0, 0.4, 0.7]],
  "spin_multiplicity": 1,
  "mol_weight_g_mol": 89.14,
  "homo_ev": -7.787,
  "lumo_ev": -4.0,
  "total_charge": 0,
  "de_lowest_ev": 11.390
}

***

Record 4
{
  "formula": "C8H19NO",
  "method": "wB97M-V/def2-TZVPD",
  "species": ["C", "C", "C", "C", "C", "O", "N", "H", "H", "H", "H", "H", "H", "H", "H", "H", "H", "H", "C", "C", "C", "H", "H", "H", "H", "H", "H", "H", "H"],
  "coordinates": [[-0.905522, 2.146047, 0.002070], [0.197858, 2.744109, 0.797490], [0.641289, 0.894420, -1.347349], [-2.560531, 0.382239, -2.620922], [-1.765857, 0.252764, -1.369475], [-1.843657, -0.478701, -0.456230], [-0.741698, 1.355923, -1.236962], [-1.678017, 1.727839, 0.652574], [-1.529421, 2.947051, -0.457505], [1.068863, 3.218358, 0.330428], [0.792573, 2.027579, 1.350235], [1.111576, 1.458601, -2.187485], [-2.728375, 1.455209, -2.717391], [-0.182781, 3.481716, 1.499104], [1.158680, 1.012929, -0.413608], [0.730853, 0.041950, -2.036090], [-1.942935, 0.121829, -3.487226], [-3.394825, -0.308682, -2.656082], [0.641440, -2.244454, 1.180885], [1.965051, -2.790726, 0.620256], [0.914447, -1.653890, 2.569624], [0.306116, -1.403404, 0.565363], [-0.099668, -3.037297, 1.135064], [1.813504, -3.361847, -0.295982], [2.351933, -3.407773, 1.413102], [0.989241, -2.405939, 3.353608], [1.833613, -1.073659, 2.514673], [2.768462, -2.087399, 0.404411], [0.087788, -1.014792, 2.893416]],
  "atomic_forces_ev_per_a": [[-2.3, 1.7, -1.6], [2.1, 0.1, 0.3], [-0.4, 0.7, -3.3], [0.9, -0.3, -0.1], [-1.2, 0.2, -1.3], [0.2, -0.3, 0.3], [2.4, -1.2, 3.2], [0.3, -0.7, -0.1], [0.2, 0.4, 0.4], [-0.7, 0.4, -1.0], [-0.5, -0.7, 0.7], [0.1, 1.1, 0.9], [-0.7, -0.1, -0.2], [-0.3, -0.2, 0.0], [0.4, -0.5, 0.0], [-0.4, -1.0, 1.4], [0.3, 0.0, 0.1], [-0.4, 0.4, 0.3], [1.2, 0.9, -0.3], [-0.4, -0.2, -0.1], [-0.9, -0.2, 0.0], [-0.3, -0.2, -0.2], [-0.2, 0.1, 0.3], [0.0, -0.2, 0.1], [0.4, -0.7, 0.0], [0.3, -0.1, -0.1], [0.0, 0.1, 0.2], [-0.3, 0.5, 0.1], [0.1, 0.1, -0.1]],
  "spin_multiplicity": 2,
  "mol_weight_g_mol": 145.25,
  "homo_ev": [-13.956, -13.958],
  "lumo_ev": [-3.6, -7.5],
  "total_charge": 1,
  "de_lowest_ev": 0.921
}

***

Record 5
{
  "formula": "C4H9IN2",
  "method": "wB97M-V/def2-TZVPD",
  "species": ["C", "C", "C", "C", "N", "N", "I", "H", "H", "H", "H", "H", "H", "H", "H", "H"],
  "coordinates": [[-0.054658, -0.027964, -0.000949], [-0.746968, -1.122302, -0.031687], [-1.527540, 0.165399, -0.227041], [1.239625, 0.760057, 0.491741], [-0.872603, -2.553861, 0.048863], [1.183692, 2.214583, -0.210193], [3.019485, -0.412270, 0.042312], [-2.304611, 0.436224, 0.443906], [-1.825765, 0.447756, -1.206799], [1.092888, 0.976422, 1.595805], [-0.580311, -3.121787, -0.773579], [-1.798306, -2.629478, 0.143589], [-0.387306, -2.876993, 0.848266], [0.247917, 2.560365, -0.110863], [1.762532, 2.991419, 0.127640], [1.551925, 2.192432, -1.181006]],
  "atomic_forces_ev_per_a": [[2.0, 0.8, 2.0], [0.9, 1.9, -1.2], [-0.3, -1.1, -0.9], [-1.5, 0.0, -0.3], [3.7, 1.2, -1.7], [1.5, -1.2, -0.2], [-0.8, 0.9, 0.3], [0.0, 0.4, 1.4], [-0.1, 0.0, -1.0], [0.5, -0.3, -1.3], [0.0, 0.6, 0.2], [-5.0, -1.5, 0.8], [0.7, -0.9, 1.4], [-1.0, 0.2, -0.6], [0.4, -0.5, 1.1], [-1.0, -0.5, 0.1]],
  "spin_multiplicity": 1,
  "mol_weight_g_mol": 212.03,
  "homo_ev": -17.465,
  "lumo_ev": -7.7,
  "smiles": "[NH3+]C1=C([C@H]([NH3+])I)C1",
  "total_charge": 2,
  "de_lowest_ev": 0.831
}

***

Record 6
{
  "formula": "C16H25NO",
  "method": "wB97M-V/def2-TZVPD",
  "species": ["C", "C", "H", "H", "C", "C", "C", "C", "C", "C", "C", "H", "H", "O", "C", "C", "N", "C", "C", "H", "H", "C", "H", "H", "C", "H", "H", "H", "H", "H", "H", "H", "H", "H", "H", "C", "H", "H", "H", "H", "H", "H", "H"],
  "coordinates": [[6.413117, 0.549538, -0.776739], [4.985643, 0.160315, -0.411198], [4.917333, -0.929221, -0.356827], [4.743190, 0.554563, 0.577444], [3.944709, 0.655546, -1.427329], [2.608555, 0.011191, -1.147567], [1.904044, 0.277508, 0.017455], [0.680341, -0.314238, 0.280128], [0.130428, -1.205911, -0.633925], [0.833095, -1.483840, -1.805939], [2.049480, -0.883560, -2.052913], [2.575018, -1.114180, -2.968867], [0.401794, -2.179195, -2.508950], [-1.054051, -1.870229, -0.488063], [-1.881666, -1.579191, 0.614587], [-2.610183, -0.235408, 0.458369], [-3.103641, 0.223362, 1.745230], [-4.328283, -0.441548, 2.167297], [-5.504194, 0.330135, 1.526498], [-6.349571, 0.388953, 2.209118], [-5.840594, -0.168513, 0.617874], [-4.915043, 1.713977, 1.212094], [-4.900358, 1.897726, 0.137768], [-5.472703, 2.519553, 1.685448], [-3.475825, 1.629572, 1.759152], [-2.766827, 2.230224, 1.191106], [-3.454674, 1.960245, 2.801794], [-4.315326, -1.495295, 1.896653], [-4.381873, -0.365460, 3.256921], [-1.887663, 0.498513, 0.092024], [-3.399020, -0.336968, -0.302188], [-1.316082, -1.577561, 1.553830], [-2.594299, -2.407275, 0.644978], [0.171156, -0.071324, 1.199752], [2.308678, 0.963870, 0.746424], [3.820823, 2.180691, -1.429323], [3.011437, 2.486687, -2.088939], [4.740002, 2.641570, -1.781448], [3.608674, 2.554206, -0.430632], [4.270284, 0.338899, -2.424748], [6.661827, 0.194727, -1.774879], [7.114564, 0.107234, -0.072682], [6.544626, 1.628126, -0.751662]],
  "atomic_forces_ev_per_a": [[-0.2, 0.0, 0.2], [0.2, 0.0, -0.3], [0.0, 0.0, 0.1], [-0.1, 0.0, 0.1], [-0.1, 0.0, 0.3], [0.1, 0.0, -0.1], [0.1, 0.0, -0.2], [-0.3, -0.1, 0.1], [0.2, 0.0, -0.2], [-0.2, 0.0, 0.1], [-0.1, 0.0, 0.1], [0.1, 0.0, -0.1], [-0.1, -0.1, -0.1], [0.2, 0.0, -0.3], [-0.2, 0.2, 0.2], [0.2, -0.2, 0.0], [0.3, 0.0, 0.0], [-0.1, -0.1, 0.2], [0.0, -0.1, 0.0], [-0.1, 0.0, 0.0], [-0.1, 0.0, 0.0], [0.1, 0.1, 0.0], [0.0, 0.0, 0.0], [0.0, 0.1, -0.1], [-0.1, 0.2, 0.1], [0.1, 0.0, 0.1], [0.0, 0.1, 0.0], [0.0, -0.1, 0.1], [-0.1, -0.1, 0.0], [-0.1, 0.0, 0.0], [0.0, 0.0, 0.0], [0.0, 0.0, -0.1], [0.1, 0.1, 0.1], [-0.1, 0.0, 0.1], [0.1, 0.1, 0.1], [0.1, -0.2, -0.2], [0.0, 0.1, 0.0], [0.1, 0.1, 0.0], [0.0, 0.1, 0.1], [0.0, 0.0, 0.0], [0.1, 0.0, -0.1], [0.1, 0.0, 0.0], [0.1, 0.1, 0.0]],
  "spin_multiplicity": 1,
  "mol_weight_g_mol": 247.38,
  "homo_ev": -8.150,
  "lumo_ev": 0.9,
  "smiles": "CC[C@H](C)c1ccc(OCCN2CCCC2)cc1",
  "total_charge": 0,
  "de_lowest_ev": 1.574
}